1.
A structure of composition C11H20Cl2O5STi at a distorted geometry. Source: the Open Molecules 2025 dataset; level of theory: ωB97M-V/def2-TZVPD.

The geometry in ORCA input format:
```
! RIJCOSX wB97M-V def2-TZVPD def2/J DEFGRID3
* xyz -2 1
C -0.6451 0.9836 -1.9503
C -1.4821 -0.1538 -1.7423
C -0.6472 -1.2663 -1.4362
C -2.9553 -0.1681 -1.7941
C 0.7061 -0.8430 -1.5510
C 0.7146 0.5533 -1.8407
C 1.9143 1.4086 -1.9405
C -1.0991 2.3789 -2.1435
C -1.0956 -2.6043 -1.0095
C 1.8833 -1.7200 -1.3975
Ti 0.3750 0.9562 2.0332
Cl -1.8333 0.6445 1.4529
Cl 0.4959 3.1165 1.7420
O 1.8373 0.4738 1.0940
H -3.3807 0.7984 -1.4982
H -3.3629 -0.9498 -1.1436
H -3.2903 -0.3855 -2.8185
H -1.8587 -2.5271 -0.2240
H -0.2561 -3.1694 -0.5939
H -1.5189 -3.1808 -1.8427
H 1.7153 -2.4575 -0.6019
H 2.7781 -1.1369 -1.1518
H 2.0716 -2.2756 -2.3311
H 2.7538 0.9557 -1.3930
H 1.7660 2.4083 -1.5030
H 2.2172 1.5338 -2.9951
H -1.9105 2.6353 -1.4410
H -1.4798 2.5214 -3.1685
H -0.2665 3.0789 -1.9798
H 2.4484 -0.2258 1.4101
O 2.9463 3.8172 0.0453
H 3.5958 4.2910 0.6133
C -1.2169 -1.3455 4.5665
S 0.3854 -1.1435 3.7781
O 1.3990 -1.9507 4.3942
O 0.1846 -1.2940 2.3064
O 0.6660 0.4045 3.8758
H -1.1047 -2.0189 5.4205
H -1.9129 -1.7845 3.8404
H -1.5374 -0.3590 4.9191
*
```

Gap between HOMO and LUMO (spin up / spin down), eV: 3.250 / 3.250
Energy relative to the best compared isomer or geometry (same formula, charge and spin), kJ/mol: 127.05
E_LUMO (spin up / spin down), eV: 3.923 / 3.923

Results of the Mulliken charge analysis, in e, for atoms 1 through 2:
1. C 0.68
2. C 0.17

=====

2.
A cluster of 12 separate species, C19H52F2N15O21S4 in total at a distorted geometry. Source: the Open Molecules 2025 dataset; level of theory: ωB97M-V/def2-TZVPD.

The geometry in ORCA input format:
```
! RIJCOSX wB97M-V def2-TZVPD def2/J DEFGRID3
* xyz -1 1
N -0.0939 -0.5904 -0.9475
S 1.2684 0.2129 -0.9734
O 2.3371 -0.2705 -0.1567
O 1.1409 1.6286 -1.0972
F 1.7064 -0.2162 -2.4476
S -0.5895 -0.1304 0.5808
O -1.1818 1.1562 0.6563
O 0.0809 -0.7163 1.6848
F -1.8888 -1.1048 0.5340
C 0.3085 -4.0994 -1.5366
O 0.5091 -5.1644 -2.0884
N -0.7665 -3.2806 -1.7497
N 1.1617 -3.5877 -0.5842
H -1.4399 -3.5702 -2.4397
H -0.6838 -2.2849 -1.5827
H 0.9119 -2.6922 -0.1965
H 1.8637 -4.1816 -0.1908
C -0.4144 4.8962 -2.8637
O -0.2662 5.9490 -3.4578
N -1.3796 3.9897 -3.1994
N 0.4699 4.4614 -1.9109
H -1.8202 4.1307 -4.0907
H -1.4128 3.0436 -2.8613
H 1.2316 5.0334 -1.5996
H 0.3000 3.5750 -1.4696
C -2.4064 0.6257 -3.4116
O -3.1699 1.4868 -3.8006
N -1.1793 0.3340 -3.9493
N -2.6967 -0.1776 -2.3257
H -0.5875 -0.2535 -3.3812
H -0.7949 0.6868 -4.8033
H -3.6165 -0.0813 -1.9381
H -1.9487 -0.6607 -1.8580
C -4.5056 -3.6037 0.2198
O -5.5734 -4.1102 0.5407
N -4.3918 -2.2899 -0.1168
N -3.3589 -4.3531 0.1701
H -3.4863 -1.8732 -0.2396
H -5.2144 -1.7366 0.0501
H -2.4579 -4.0084 -0.1179
H -3.5463 -5.3336 0.0566
C 6.2568 0.3182 -0.7641
O 6.3008 1.4550 -1.2057
N 7.2891 -0.5788 -0.8781
N 5.2572 -0.1494 0.0448
H 7.1745 -1.5199 -0.5498
H 8.1064 -0.3547 -1.4119
H 5.2919 -1.1140 0.3219
H 4.4193 0.3774 0.2192
C 4.5540 3.6458 -3.4701
O 4.1679 4.4312 -4.3199
N 5.8259 3.1566 -3.3823
N 3.7122 3.1120 -2.5209
H 6.5312 3.4401 -4.0324
H 6.0384 2.4659 -2.6680
H 2.7188 3.2224 -2.6003
H 4.1001 2.4947 -1.8292
C 3.0448 -1.8229 4.0177
O 4.1552 -2.1198 4.4262
N 2.8473 -0.8675 3.0636
N 1.8807 -2.3453 4.5156
H 1.9568 -0.6494 2.6482
H 3.6547 -0.4380 2.6531
H 1.9822 -2.8842 5.3543
H 0.9987 -1.9824 4.2052
C 3.6152 -3.3406 -2.9864
C 4.6734 -2.3175 -2.5585
O 5.3703 -2.0045 -3.7509
S 5.5023 -3.2961 -4.6701
O 6.5877 -4.1204 -4.2658
O 5.3945 -2.9002 -6.0226
O 4.1319 -3.9616 -4.1818
H 2.7255 -2.8620 -3.3957
H 3.3733 -4.0128 -2.1711
H 5.3360 -2.6863 -1.7696
H 4.2161 -1.4145 -2.1533
C 0.0385 4.2288 1.2648
C -0.5261 4.0478 2.6678
O 0.3783 3.1831 3.3679
S 1.7853 3.0608 2.5751
O 1.8635 1.7603 2.0104
O 2.8331 3.5443 3.3955
O 1.4667 4.1315 1.4422
H -0.1784 5.1857 0.8031
H -0.2900 3.4173 0.6162
H -1.4847 3.5461 2.5531
H -0.5399 4.9906 3.2114
C -3.9107 -2.3281 4.7154
C -3.3266 -1.3749 5.7635
C -1.9442 -1.1472 5.1746
O -2.2357 -0.9452 3.7888
C -3.3058 -1.8354 3.3942
H -5.0019 -2.3047 4.7045
H -3.6397 -3.3467 4.9979
H -3.3508 -1.8140 6.7590
H -3.8118 -0.3986 5.7360
H -1.2450 -1.9918 5.2235
H -1.4404 -0.2382 5.5028
H -2.9358 -2.6346 2.7542
H -3.9890 -1.1611 2.8793
C -5.7421 2.6680 0.4078
C -6.4840 2.0036 1.5647
C -6.5723 0.5209 1.1663
O -5.7882 0.4101 -0.0211
C -4.9125 1.5182 -0.1590
H -5.1625 3.5313 0.7337
H -6.4158 3.0005 -0.3845
H -7.4671 2.4097 1.8087
H -5.9303 2.1449 2.4970
H -7.5756 0.1549 0.9533
H -6.1179 -0.1592 1.8969
H -4.6582 1.6127 -1.2125
H -3.9921 1.3930 0.4292
*
```

Gap between HOMO and LUMO, eV: 9.136
Energy relative to the best compared isomer or geometry (same formula, charge and spin), kJ/mol: 0.00
E_LUMO, eV: 1.739

Results of the Mulliken charge analysis, in e, for atoms 1 through 2:
1. N -0.33
2. S 0.30

=====

energy relative to the best compared isomer or geometry (same formula, charge and spin) of number 2 (C19H52F2N15O21S4)? 0.00 kJ/mol

=====

Which of these has the lowest energy relative to the best compared isomer or geometry (same formula, charge and spin)? C19H52F2N15O21S4

=====

Copy entry 1 word for word.
A structure of composition C11H20Cl2O5STi at a distorted geometry. Source: the Open Molecules 2025 dataset; level of theory: ωB97M-V/def2-TZVPD.

The geometry in ORCA input format:
```
! RIJCOSX wB97M-V def2-TZVPD def2/J DEFGRID3
* xyz -2 1
C -0.6451 0.9836 -1.9503
C -1.4821 -0.1538 -1.7423
C -0.6472 -1.2663 -1.4362
C -2.9553 -0.1681 -1.7941
C 0.7061 -0.8430 -1.5510
C 0.7146 0.5533 -1.8407
C 1.9143 1.4086 -1.9405
C -1.0991 2.3789 -2.1435
C -1.0956 -2.6043 -1.0095
C 1.8833 -1.7200 -1.3975
Ti 0.3750 0.9562 2.0332
Cl -1.8333 0.6445 1.4529
Cl 0.4959 3.1165 1.7420
O 1.8373 0.4738 1.0940
H -3.3807 0.7984 -1.4982
H -3.3629 -0.9498 -1.1436
H -3.2903 -0.3855 -2.8185
H -1.8587 -2.5271 -0.2240
H -0.2561 -3.1694 -0.5939
H -1.5189 -3.1808 -1.8427
H 1.7153 -2.4575 -0.6019
H 2.7781 -1.1369 -1.1518
H 2.0716 -2.2756 -2.3311
H 2.7538 0.9557 -1.3930
H 1.7660 2.4083 -1.5030
H 2.2172 1.5338 -2.9951
H -1.9105 2.6353 -1.4410
H -1.4798 2.5214 -3.1685
H -0.2665 3.0789 -1.9798
H 2.4484 -0.2258 1.4101
O 2.9463 3.8172 0.0453
H 3.5958 4.2910 0.6133
C -1.2169 -1.3455 4.5665
S 0.3854 -1.1435 3.7781
O 1.3990 -1.9507 4.3942
O 0.1846 -1.2940 2.3064
O 0.6660 0.4045 3.8758
H -1.1047 -2.0189 5.4205
H -1.9129 -1.7845 3.8404
H -1.5374 -0.3590 4.9191
*
```

Gap between HOMO and LUMO (spin up / spin down), eV: 3.250 / 3.250
Energy relative to the best compared isomer or geometry (same formula, charge and spin), kJ/mol: 127.05
E_LUMO (spin up / spin down), eV: 3.923 / 3.923

Results of the Mulliken charge analysis, in e, for atoms 1 through 2:
1. C 0.68
2. C 0.17

=====

Which value of energy relative to the best compared isomer or geometry (same formula, charge and spin) does entry 1 give? 127.05 kJ/mol